Entry 1:
{"formula": "C53H54BN9O5Ti", "method": "the ωB97M-V functional and the def2-TZVPD basis", "species": ["Ti", "C", "C", "C", "C", "N", "N", "B", "N", "C", "C", "C", "C", "N", "N", "C", "C", "C", "C", "N", "N", "C", "C", "C", "C", "N", "H", "H", "H", "H", "H", "H", "H", "H", "H", "H", "H", "H", "H", "H", "H", "H", "H", "H", "H", "H", "O", "C", "C", "C", "C", "C", "C", "C", "C", "C", "O", "C", "C", "C", "C", "C", "C", "C", "C", "C", "C", "C", "C", "N", "C", "C", "C", "C", "C", "C", "C", "C", "C", "C", "C", "C", "H", "H", "H", "H", "H", "H", "H", "H", "H", "H", "H", "H", "H", "H", "H", "H", "H", "H", "H", "H", "H", "H", "H", "H", "H", "H", "H", "C", "C", "C", "O", "C", "O", "O", "H", "H", "H", "H", "H", "H", "H"], "coordinates": [[0.47340, -0.79864, 0.22658], [-5.03630, -0.28934, 3.22228], [-4.25977, 0.92416, 2.83365], [-4.21487, 2.21406, 3.40036], [-3.33256, 2.92652, 2.61456], [-2.83826, 2.11079, 1.67137], [-3.39122, 0.90239, 1.84041], [-2.40985, 2.52634, 0.20914], [-2.95834, 1.33839, -0.64955], [-3.48827, 1.26507, -1.88184], [-4.16830, 0.06943, -2.00749], [-4.03008, -0.57403, -0.76637], [-4.53965, -1.88478, -0.26944], [-3.26427, 0.20074, -0.01713], [-0.90913, 2.73898, 0.08566], [-0.31252, 3.39807, -0.93779], [0.96507, 3.70422, -0.57725], [1.08628, 3.21214, 0.73750], [2.25890, 3.33279, 1.65324], [-0.02990, 2.63126, 1.13697], [-3.16680, 3.80664, -0.17204], [-4.46635, 3.92877, -0.53566], [-4.78723, 5.26238, -0.49324], [-3.59929, 5.89742, -0.06430], [-3.35490, 7.35735, 0.16609], [-2.63684, 5.01533, 0.13717], [-5.81839, -0.49250, 2.48912], [-5.50464, -0.14197, 4.19443], [-4.37937, -1.16031, 3.25946], [-4.75779, 2.56676, 4.26182], [-2.99802, 3.95240, 2.66369], [-3.32445, 2.05802, -2.59528], [-4.65177, -0.31898, -2.88951], [-4.43394, -2.64519, -1.04304], [-5.59717, -1.80971, -0.00741], [-3.97568, -2.19905, 0.60859], [-0.84500, 3.59692, -1.85552], [1.71650, 4.19941, -1.17057], [2.44411, 4.38278, 1.89186], [3.15940, 2.92622, 1.18950], [2.06580, 2.79908, 2.58440], [-5.06843, 3.07001, -0.78877], [-5.73297, 5.71963, -0.73576], [-4.24832, 7.93562, -0.06849], [-2.53578, 7.72035, -0.45551], [-3.08656, 7.54872, 1.20601], [1.96588, -1.70143, 0.88197], [3.24659, -1.22130, 1.16648], [3.25080, 0.32135, 0.94116], [3.03076, 0.69955, -0.49481], [4.04627, 1.19003, -1.25649], [3.86868, 1.45155, -2.63717], [2.56844, 1.19413, -3.14258], [1.56640, 0.73217, -2.34378], [0.19670, 0.51002, -2.93109], [-0.37310, -0.86889, -2.56456], [-0.64903, -0.80182, -1.20202], [0.63139, -1.99409, -2.89344], [0.78112, -3.09080, -2.05669], [1.55079, -4.18105, -2.44644], [2.20238, -4.18008, -3.66939], [2.07603, -3.07598, -4.50495], [1.28698, -2.00234, -4.12344], [-1.62700, -1.27161, -3.36532], [-2.07427, -0.54069, -4.45738], [-3.16802, -0.96426, -5.21041], [-3.83461, -2.13035, -4.87365], [-3.40442, -2.86241, -3.76922], [-2.31666, -2.43536, -3.02565], [1.73990, 0.43925, -0.98508], [4.28725, -1.88479, 0.26118], [3.96433, -3.02071, -0.46439], [4.92066, -3.66349, -1.24610], [6.21812, -3.17949, -1.30045], [6.55299, -2.04743, -0.56424], [5.59611, -1.41105, 0.20924], [3.62998, -1.54233, 2.63157], [4.01900, -2.83211, 2.98407], [4.39169, -3.14539, 4.28333], [4.39557, -2.16412, 5.26642], [4.00304, -0.87714, 4.93358], [3.61825, -0.57557, 3.63011], [4.17060, 0.77545, 1.30835], [2.41515, 0.70310, 1.53510], [5.00654, 1.36583, -0.78217], [4.66914, 1.82019, -3.26232], [2.34149, 1.37551, -4.18889], [0.26463, 0.67539, -4.00552], [-0.51355, 1.22970, -2.50750], [0.27204, -3.11504, -1.09909], [1.63671, -5.03669, -1.78579], [2.80405, -5.02924, -3.97188], [2.58902, -3.05378, -5.45921], [1.17685, -1.16043, -4.79623], [-1.57769, 0.38114, -4.73007], [-3.49641, -0.37612, -6.05984], [-4.68130, -2.46777, -5.45990], [-3.91713, -3.77678, -3.49261], [-1.99844, -2.99686, -2.15402], [2.94606, -3.38351, -0.41477], [4.64180, -4.53907, -1.82130], [6.96450, -3.67412, -1.91133], [7.56320, -1.65672, -0.59967], [5.87792, -0.53985, 0.78961], [4.02832, -3.60684, 2.22609], [4.68822, -4.15902, 4.52629], [4.70229, -2.40088, 6.27855], [3.98800, -0.09985, 5.68891], [3.29239, 0.43185, 3.40649], [0.52877, -1.91356, 3.72807], [-0.51394, -0.98331, 3.12619], [-1.22688, -0.24433, 4.24088], [0.14291, -0.02146, 2.24092], [-1.38762, -1.90758, 2.24429], [-2.35383, -2.48707, 2.73769], [-0.91304, -2.07415, 1.06512], [1.21821, -1.36015, 4.36613], [1.09216, -2.42621, 2.95254], [-0.00607, -2.64987, 4.33092], [-0.52869, -0.02309, 5.05030], [-2.02724, -0.87784, 4.62138], [-1.65712, 0.69795, 3.90411], [-0.39747, 0.78848, 2.17192]], "gap_ev": [3.86, 6.53], "homo_ev": [-1.486, -5.516], "spin_multiplicity": 4, "s2": 3.77, "charge": -1, "lumo_ev": [2.4, 1.0]}

***

Entry 2:
{"formula": "C53H54ClHfN6O4", "method": "the ωB97M-V functional and the def2-TZVPD basis", "species": ["Hf", "C", "C", "C", "C", "C", "C", "C", "C", "C", "C", "C", "C", "N", "C", "O", "C", "C", "C", "C", "C", "N", "C", "O", "N", "C", "C", "C", "C", "C", "C", "C", "C", "C", "C", "C", "C", "H", "H", "H", "H", "H", "H", "H", "H", "H", "H", "H", "H", "H", "H", "H", "H", "H", "H", "H", "H", "H", "H", "H", "H", "H", "H", "H", "H", "H", "H", "H", "H", "H", "H", "H", "H", "H", "O", "C", "C", "C", "C", "C", "C", "C", "N", "N", "C", "O", "C", "C", "C", "C", "C", "C", "H", "H", "H", "H", "H", "H", "H", "H", "H", "H", "Cl", "C", "H", "H", "N", "C", "C", "C", "C", "C", "C", "C", "H", "H", "H", "H", "H"], "coordinates": [[-1.00074, 0.31834, 0.02676], [-4.52616, 4.92441, -1.09999], [-3.63262, 3.80089, -1.54357], [-4.17688, 3.22191, -2.92607], [-2.11343, 4.09399, -1.57884], [-1.57355, 4.89345, -2.58283], [-0.21594, 5.11887, -2.64103], [0.72224, 4.54238, -1.70057], [0.20471, 3.82907, -0.70339], [0.99811, 3.30388, 0.50863], [2.50146, 3.30900, 0.29437], [0.77862, 4.01469, 1.83625], [-1.18917, 3.51946, -0.72965], [-1.58824, 2.52745, 0.22035], [-2.50074, 2.95436, 1.12781], [-2.74603, 4.09074, 1.46997], [-3.08329, 1.74861, 1.86241], [-3.84527, 1.91288, 2.99878], [-4.26475, 0.77113, 3.75624], [-3.97513, -0.51940, 3.24749], [-3.08681, -0.59038, 2.18675], [-2.71740, 0.56495, 1.52981], [-2.56066, -1.86835, 1.68139], [-3.04388, -2.89416, 2.06956], [-1.52981, -1.66047, 0.81172], [-0.90772, -2.89123, 0.37973], [0.28256, -3.40276, 1.04680], [0.88689, -4.46030, 0.41867], [0.46390, -5.03726, -0.76449], [-0.65206, -4.50649, -1.34898], [-1.39047, -3.44995, -0.82457], [-2.73626, -3.09195, -1.46050], [-3.78479, -4.06911, -1.07397], [-2.55753, -2.98455, -2.98369], [0.67657, -2.97266, 2.46290], [-0.24929, -3.67648, 3.47026], [2.17334, -3.06208, 2.76940], [-5.31725, 4.53089, -0.42926], [-3.95106, 5.69019, -0.56951], [-4.97038, 5.42373, -1.95128], [-3.78354, 2.96874, -0.82725], [-4.06648, 4.01948, -3.74105], [-3.74608, 2.25006, -3.21022], [-5.25844, 3.01017, -2.88960], [-2.27944, 5.39703, -3.41006], [0.05007, 5.67111, -3.53686], [1.71968, 4.95236, -1.65535], [0.64714, 2.28179, 0.65639], [2.81368, 4.40027, 0.18071], [3.04154, 3.00546, 1.16629], [2.82113, 2.75167, -0.54437], [1.26997, 5.00817, 1.73398], [-0.28942, 4.23981, 2.00531], [1.02211, 3.56547, 2.81000], [-4.03996, 2.97064, 3.30819], [-4.72731, 0.90035, 4.66090], [-4.24914, -1.47985, 3.72654], [1.71443, -4.90092, 0.95805], [0.99902, -5.86092, -1.26353], [-1.04670, -5.02605, -2.21416], [-3.00642, -2.16570, -1.18390], [-3.57387, -5.06370, -1.50460], [-3.88436, -4.12788, -0.00964], [-4.73582, -3.62773, -1.43844], [-2.54851, -4.00862, -3.40970], [-3.42969, -2.44516, -3.33558], [-1.70924, -2.35349, -3.35281], [0.54474, -1.88157, 2.45750], [0.19008, -4.62492, 3.71253], [-0.16234, -3.12058, 4.42193], [-1.24119, -3.77231, 3.10582], [2.66793, -4.02393, 2.60634], [2.71205, -2.32585, 2.11100], [2.23428, -2.76423, 3.82841], [-0.43805, 0.63967, -1.92686], [0.57352, 0.92203, -2.66915], [0.43502, 1.62908, -3.88090], [1.51865, 1.72788, -4.68679], [2.75483, 1.17709, -4.53186], [2.95456, 0.51981, -3.35191], [1.86833, 0.40790, -2.37505], [2.15202, 0.00991, -1.04242], [1.35601, -0.05383, -0.06698], [1.93386, -0.05633, 1.18904], [1.07804, 0.34587, 2.08696], [-0.14482, 0.59048, 1.87654], [1.42599, 0.37202, 3.53914], [0.39142, 0.38466, 4.47150], [0.68877, 0.58779, 5.77153], [2.03618, 0.78679, 6.19321], [3.04780, 0.69593, 5.27142], [2.71898, 0.54528, 3.94009], [-0.58672, 1.90835, -4.07063], [1.45055, 2.19068, -5.65222], [3.47666, 1.22597, -5.35578], [3.93614, 0.04881, -3.11127], [3.19941, -0.09666, -0.73510], [-0.61529, 0.10214, 4.16589], [-0.03791, 0.53208, 6.60755], [2.31823, 0.84735, 7.21768], [4.12725, 0.83615, 5.57753], [3.58300, 0.58353, 3.18953], [-4.63699, 0.07999, -1.04666], [-2.88223, 0.26237, -1.54307], [-2.80365, 1.37268, -1.74577], [-2.81602, -0.26460, -2.50465], [6.98798, -5.32896, -4.56449], [6.34600, -4.76169, -3.77748], [5.69347, -3.88876, -2.79102], [4.34774, -3.46522, -2.83181], [3.85286, -2.76107, -1.74377], [4.67559, -2.37596, -0.71800], [6.01587, -2.68114, -0.73300], [6.53058, -3.40419, -1.78665], [3.68425, -3.65725, -3.67039], [2.78224, -2.50945, -1.81693], [4.22383, -1.81639, 0.08827], [6.74209, -2.40822, 0.07702], [7.58292, -3.58948, -1.71896]], "gap_ev": 7.23, "homo_ev": -5.310, "spin_multiplicity": 1, "charge": -1, "lumo_ev": 1.9}

***

Relative energy (zero: lowest compared OMol25 entry of this formula, charge and spin) values, unit kcal/mol, following the record order: 7.6 20.0.